[1]
{"formula": "C28H54BBaIN9O3P", "method": "ωB97M-V with the def2-TZVPD basis set", "lumo_energy_ev": -5.19, "max_force_ev_per_a": 0.25, "spin_multiplicity": 1, "charge": 2, "relative_energy_kj_mol": 0.0, "symbols": ["H", "H", "N", "H", "C", "C", "H", "C", "H", "H", "C", "C", "H", "C", "H", "N", "H", "C", "N", "O", "H", "H", "H", "H", "H", "C", "H", "P", "H", "N", "B", "H", "C", "N", "C", "H", "I", "C", "O", "H", "H", "H", "H", "N", "H", "H", "H", "H", "H", "H", "O", "H", "N", "H", "C", "C", "H", "H", "H", "N", "H", "H", "C", "C", "C", "H", "C", "H", "H", "H", "C", "H", "H", "H", "H", "H", "N", "H", "C", "Ba", "H", "H", "C", "H", "H", "C", "C", "H", "H", "H", "C", "C", "C", "C", "C", "H", "C", "H"], "xyz": [[-4.09304, -3.59181, -0.07179], [0.52224, -0.08284, -5.53344], [-0.45170, -0.08984, -5.20844], [5.96468, -1.25376, -1.09762], [-3.71904, -2.84493, -0.77163], [3.92942, -1.16263, -0.36907], [2.39310, -2.36693, -1.30077], [5.43928, -1.24368, -0.14118], [2.44041, -0.93401, 5.12962], [-1.76947, 4.69779, -0.43636], [-0.84175, -1.50402, -4.88923], [-0.07710, 1.89378, 4.04168], [-0.82900, 0.71593, 5.67177], [-0.25378, 3.18888, 3.58791], [2.47832, -3.52565, -4.14836], [-0.05441, 1.82471, 1.82419], [3.72736, -3.31185, -0.58909], [-2.70706, -1.54641, 1.09113], [-1.01048, -1.17929, 2.38886], [1.76966, -1.69112, -4.39198], [-2.35941, -3.21645, 4.72118], [-0.13667, 2.27392, 6.12396], [-4.97749, -0.04205, 0.83521], [-1.05374, 0.32478, -5.92205], [-0.39410, 4.96486, -3.27929], [-1.83572, -2.00575, 3.06677], [5.79438, -0.38748, 0.43302], [0.47905, -2.02717, -3.71538], [0.79605, 5.07434, -0.42222], [0.04065, 1.09007, 2.96653], [0.22053, -0.45259, 2.99386], [3.97907, -2.43546, -2.12779], [0.87594, 4.26542, 0.30865], [1.95590, -0.68411, 1.07776], [3.65141, -1.64615, 2.17945], [0.95071, 3.89121, -3.10829], [-2.91399, 2.63288, -5.34857], [-0.85309, 2.97428, -3.20785], [-0.42422, 1.80864, -3.08398], [1.06467, 3.32831, -0.22872], [-2.89220, 2.62406, -2.68913], [-5.43089, -1.72563, 1.08625], [4.61116, -2.06995, 2.41756], [1.98899, -4.20538, -3.53464], [-0.72582, 6.32246, 1.11132], [-1.54999, -1.71722, 5.17791], [1.75049, 4.45791, 0.92998], [-1.50995, 5.51388, 2.47146], [-3.77514, -2.88690, 2.51773], [0.91910, 0.93160, 5.68437], [0.09626, -1.43484, -2.40130], [-1.48657, 2.95380, -0.28669], [-0.04443, 4.02368, -3.20730], [2.20147, -5.17033, -3.78720], [3.20336, -1.14345, 0.95893], [-3.10711, -0.46124, -1.13719], [0.16148, -4.30811, -4.57004], [-2.73370, -3.17226, -1.11517], [-0.50316, 0.53664, -4.37597], [1.58322, -0.89386, 2.37495], [-4.39891, -2.81382, -1.62640], [2.59415, 0.08727, -1.56608], [3.47800, -2.41008, -1.15370], [-0.23889, 3.09059, 2.19656], [-2.93005, -2.26889, 2.26603], [-5.70592, -0.97392, -0.48529], [-2.32297, 3.23236, -3.38518], [0.26800, -0.76669, 4.13769], [0.23555, 5.78535, 2.48874], [-0.61801, -3.04567, 4.49570], [-0.39416, 4.18200, 1.16360], [2.34924, -4.02350, -2.59173], [3.48742, -2.30811, 4.77806], [-1.83568, -1.50340, -4.44806], [-2.59667, 4.27838, -3.29211], [-0.01048, -4.31088, -2.79815], [-1.54628, -0.89946, 1.16071], [-2.51597, 3.77769, 0.87834], [-0.61223, 5.52946, 1.85269], [0.07375, 0.43220, -0.49309], [-0.83789, -2.06469, -5.82223], [-2.16555, -0.81889, -1.56740], [2.55453, -1.81956, 4.50485], [4.25697, 0.11358, -2.08928], [5.71228, -2.15011, 0.39910], [0.52610, -3.87821, -3.63792], [-3.62787, -1.46655, -0.10594], [-3.82171, -0.36096, -1.95740], [1.73326, -2.49634, 4.73677], [3.79868, 0.99548, -0.62179], [-1.57130, -2.52043, 4.44191], [-0.02694, 1.42194, 5.45657], [-5.01846, -1.02446, 0.36162], [-1.61180, 3.88587, 0.27889], [3.62536, 0.08703, -1.19993], [-0.38132, 4.06623, 4.19746], [2.59402, -1.46724, 3.05520], [-2.97238, 0.52774, -0.68309]], "lowdin_charge": [0.091, 0.152, 0.126, 0.092, -0.033, -0.535, 0.056, -0.041, 0.082, 0.086, -0.161, -0.247, 0.083, 0.043, 0.135, -0.051, 0.101, -0.267, 0.022, -0.324, 0.088, 0.088, 0.096, 0.091, 0.135, -0.251, 0.102, 0.392, 0.081, 0.021, -0.503, 0.091, -0.044, -0.049, 0.038, 0.139, 0.943, -0.663, -0.168, 0.038, 0.053, 0.087, 0.115, 0.147, 0.090, 0.081, 0.101, 0.096, 0.120, 0.079, -0.519, 0.024, 0.232, 0.176, -0.271, -0.100, 0.112, 0.079, 0.081, 0.021, 0.089, 0.006, -0.055, -0.272, 0.036, 0.090, -0.540, 0.099, 0.096, 0.080, -0.546, 0.122, 0.089, 0.111, 0.058, 0.113, -0.056, 0.103, -0.045, 1.867, 0.113, 0.011, -0.004, 0.096, 0.086, -0.150, -0.543, 0.094, 0.077, 0.098, -0.006, -0.005, -0.031, -0.042, -0.054, 0.116, -0.249, 0.066]}

[2]
{"formula": "C28H54BFN5O7P2", "method": "ωB97M-V with the def2-TZVPD basis set", "lumo_energy_ev": -2.42, "max_force_ev_per_a": 2.59, "spin_multiplicity": 1, "charge": 1, "relative_energy_kj_mol": 161.4, "symbols": ["H", "H", "F", "H", "O", "C", "O", "C", "H", "C", "P", "H", "H", "C", "H", "H", "H", "O", "C", "H", "H", "H", "C", "H", "H", "H", "C", "C", "C", "H", "O", "H", "O", "H", "C", "N", "C", "H", "C", "C", "H", "H", "C", "B", "N", "H", "H", "C", "H", "H", "H", "H", "C", "C", "C", "C", "H", "H", "N", "P", "H", "N", "H", "H", "H", "C", "H", "H", "H", "H", "O", "H", "C", "H", "H", "H", "C", "O", "H", "C", "C", "H", "H", "H", "H", "H", "C", "C", "H", "C", "H", "H", "C", "N", "H", "H", "H", "H"], "xyz": [[-0.05215, -1.02104, -2.54936], [-0.27141, 4.39564, -2.75762], [2.51112, -0.76927, 0.45547], [6.33517, -1.74234, -1.44499], [4.30108, 0.26455, -2.95679], [-1.23359, -3.92104, 0.29426], [0.37531, -3.00666, -2.26030], [-3.82616, 3.86641, 0.54753], [3.09951, -9.77070, -2.77449], [-3.29913, 9.85398, 2.37712], [-0.58718, -0.31636, 1.84167], [-2.53645, -4.12980, 2.02835], [1.98214, 0.42196, -2.48024], [-3.56900, 2.55490, 0.90459], [1.82009, -8.65087, -2.27441], [5.60113, -9.12799, -2.04723], [2.92757, -8.18900, -3.58019], [0.48756, 3.80604, -0.42367], [-3.21694, 8.41941, 2.83380], [1.00989, 4.56142, 1.81407], [-3.79711, 2.86252, 4.24906], [-4.32787, 1.22209, -0.54939], [-0.03268, 4.86285, 1.67309], [0.04980, -4.60365, -3.47876], [-4.28565, 10.04407, 1.95999], [-1.09223, -4.60814, -0.54365], [-4.06081, 4.80731, 1.51392], [-3.79429, 3.19924, 3.21890], [-1.91348, 7.96905, 3.44635], [-1.69511, 8.56084, 4.33627], [-4.15629, 7.66478, 2.71603], [-0.19533, 5.83964, 2.12153], [-0.40052, 3.44761, -2.62372], [-3.09480, 0.51619, 0.46312], [-3.55787, 2.26223, 2.24507], [-0.73230, -0.37250, -0.01133], [1.79717, -3.82307, 0.71896], [-1.32618, 4.75036, -0.08066], [3.84814, -0.42623, -1.78059], [1.84316, -5.10258, -0.17689], [-2.54788, 10.04562, 1.60905], [-3.38154, 1.23434, 2.54155], [-1.67686, -4.64041, 1.59621], [-0.26039, 3.11051, -1.31914], [5.52974, -2.10053, -0.93795], [-4.27692, 5.22795, 3.61663], [-3.13841, 10.52456, 3.22246], [-4.06188, 4.50062, 2.84516], [-0.83859, -4.66537, 2.29811], [0.19908, 1.62936, 2.28284], [5.79328, -7.63031, -1.11958], [4.50062, -2.25173, -2.81214], [0.31260, -1.36359, -0.45635], [-0.25299, 0.87519, -0.41549], [3.77166, -8.10033, -1.61184], [1.58561, -0.50866, -0.53688], [-0.63410, 4.08694, 2.15407], [-2.04929, -3.25589, -0.01057], [-2.03095, -0.96726, 2.48196], [0.22411, -2.86356, 0.69117], [4.21643, 0.15416, -0.93595], [-0.96052, 1.83591, -0.93350], [-2.55666, 1.07207, -2.08239], [0.01872, 5.86302, -0.26989], [-1.94272, -5.67933, 1.39407], [5.24591, -8.10307, -1.93257], [-2.28458, -0.42888, 3.31125], [5.66063, -3.10757, -0.89533], [1.70927, 1.46745, -0.68421], [0.86937, -5.45591, -0.51015], [3.34935, -7.62275, -0.58283], [2.67468, -3.22065, 0.48680], [-0.26829, -1.83087, -1.82298], [-1.98940, 6.92053, 3.73047], [3.53967, -2.49774, -1.38067], [-2.71998, 2.73408, -1.61186], [2.29977, -0.44624, -1.89352], [-0.69978, 1.27686, 2.28830], [-4.29319, 5.83376, 1.25560], [2.84629, -8.71958, -2.63002], [-2.40928, 1.75666, -1.24256], [2.30484, -5.88913, 0.41390], [-1.10402, 8.08306, 2.72379], [-1.35624, -1.89892, -1.76843], [2.52362, -4.90982, -1.00794], [4.65528, -0.36840, -3.58817], [4.34608, -1.87623, -1.78658], [-0.26993, 4.90764, 0.17689], [1.92666, -4.14778, 1.75384], [-3.35129, 1.42078, -0.08857], [-1.73906, -1.87693, 2.84127], [5.42925, -7.54647, -2.85326], [-0.48802, -3.71445, -3.14890], [1.09215, 0.86042, -0.14342], [2.05644, -1.31407, -2.51296], [-0.76538, -3.09457, -4.00878], [-3.86663, 4.15606, -0.50025], [-1.40063, -4.05239, -2.64459]], "lowdin_charge": [0.132, 0.136, 0.041, 0.075, -0.037, -0.395, -0.206, -0.059, 0.088, -0.018, 0.886, 0.064, 0.135, -0.226, 0.081, 0.088, 0.085, 0.081, -0.487, 0.091, 0.112, 0.136, -0.033, 0.097, 0.085, 0.051, -0.089, -0.063, -0.019, 0.091, 0.057, 0.063, 0.243, 0.084, -0.076, -0.110, -0.352, 0.105, -0.329, -0.131, 0.087, 0.082, -0.146, -0.711, 0.021, 0.104, 0.089, -0.081, 0.055, 0.049, 0.082, 0.127, -0.448, -0.351, -0.492, -0.386, 0.073, 0.077, -0.138, 1.033, 0.148, 0.187, 0.138, 0.130, 0.074, -0.020, 0.041, 0.069, 0.151, 0.055, 0.049, 0.055, -0.230, 0.073, 0.093, 0.113, -0.041, -0.275, 0.097, -0.019, -0.084, 0.051, 0.079, 0.122, 0.062, 0.084, -0.227, -0.176, 0.071, -0.104, 0.016, 0.085, -0.079, 0.194, 0.118, 0.098, 0.116, 0.084]}

[3]
{"formula": "C28H54ClNO10P", "method": "ωB97M-V with the def2-TZVPD basis set", "lumo_energy_ev": -4.25, "max_force_ev_per_a": 2.89, "spin_multiplicity": 1, "charge": 1, "relative_energy_kj_mol": 70.4, "symbols": ["H", "C", "H", "N", "C", "H", "H", "H", "O", "C", "O", "H", "C", "H", "H", "H", "C", "P", "C", "H", "H", "H", "C", "H", "H", "H", "H", "O", "H", "H", "O", "H", "C", "H", "O", "H", "C", "H", "H", "H", "O", "H", "H", "H", "C", "C", "H", "H", "H", "C", "C", "H", "H", "H", "C", "C", "H", "H", "O", "H", "C", "H", "C", "O", "H", "H", "C", "H", "C", "H", "H", "C", "C", "H", "C", "H", "C", "C", "H", "Cl", "H", "H", "C", "H", "O", "H", "C", "H", "C", "C", "H", "H", "H", "O", "H"], "xyz": [[-3.47004, 1.63701, -3.32274], [-2.31062, -4.32131, -2.99163], [-2.79109, -3.79060, -0.36202], [-0.51701, -2.36049, -0.28761], [-1.01796, 0.23132, 0.25929], [7.57447, -1.80609, -4.79370], [-2.54706, 2.91748, 5.65551], [-3.75825, 5.42710, 9.08044], [5.79103, 2.16038, -3.86156], [-3.06544, -3.08321, -2.42595], [4.85935, -0.67909, -3.14361], [-4.36587, 1.49331, -1.16304], [8.97016, -0.73623, -2.63223], [-6.38619, 2.52074, 5.36801], [1.97914, -4.51457, -1.94761], [5.22798, -1.65636, -4.85988], [0.47313, -1.56063, 0.14604], [-0.02801, -4.08586, -0.53257], [2.58404, -4.38337, 0.67155], [-2.07796, -5.02510, -2.18896], [-1.61195, 2.02867, 6.85023], [-3.99527, 3.87702, 2.83665], [1.00393, -2.86916, -2.94235], [3.03716, -5.32290, 0.33584], [0.23034, -2.13272, -2.70365], [-5.25114, 0.40117, -3.73502], [8.58751, -1.25582, -1.74579], [-2.02750, 0.22637, -3.18187], [4.79139, 2.53540, -2.12447], [5.76077, 0.01682, -4.89046], [-0.45363, 2.64459, 0.08628], [-4.14155, -0.90350, -4.05784], [5.27305, 3.01209, -4.86192], [2.00560, -2.43669, -2.86774], [-3.13558, 4.95829, 7.16230], [4.53111, 0.29711, -1.41970], [-1.22650, 1.68638, 0.64966], [0.48382, -4.96169, -2.71312], [2.83169, -3.65522, -0.11179], [-3.89794, 2.15598, 3.23702], [-2.05209, 1.96153, 1.49040], [-5.04246, 1.38927, 5.03482], [-0.00226, 2.25388, -0.67867], [4.46187, 2.51854, -5.40984], [-2.47901, 2.68096, 6.71893], [1.05012, -4.53040, 0.90260], [-5.48530, 2.90291, 2.85314], [-1.22039, 4.28592, 7.38628], [-2.65583, 1.84743, -1.15378], [7.09789, -1.37405, -3.90402], [-3.33980, 5.90605, 8.18785], [7.01600, -2.14518, -3.12830], [9.52051, 0.14318, -2.30388], [0.87112, -5.56214, 1.21675], [-3.38124, 1.04252, -1.31992], [-2.05289, -0.55210, -0.21304], [-1.43748, -4.04154, -3.58340], [1.46528, -1.97158, 0.30077], [7.90707, -0.30182, -3.45376], [-1.97106, 0.25033, -4.14248], [-2.24520, 3.92553, 7.55032], [6.07637, 3.23220, -5.56181], [-1.77097, -1.90105, -0.47763], [-3.28884, -0.03571, -0.36857], [-2.99262, -4.86568, -3.64999], [9.64728, -1.39523, -3.18562], [0.26693, -0.25932, 0.43040], [-4.97482, -0.76652, -2.45940], [-2.88238, -2.84888, -0.90925], [0.84070, -3.14699, -3.98949], [-2.37698, 3.68352, 8.61126], [-4.51096, 3.05726, 3.33375], [-5.30005, 2.37454, 5.44063], [0.80721, -3.90004, 1.76885], [4.81282, 1.77320, -2.91607], [-4.05520, 6.64222, 7.82608], [-3.33156, 0.68113, -2.79067], [5.16034, 0.43102, -2.30499], [-2.40309, 6.41352, 8.44317], [-4.82298, -3.50111, -2.63098], [6.19671, 0.39893, -1.96644], [3.12723, -4.09572, 1.57662], [0.94610, -4.18461, -2.09948], [3.82264, 1.71396, -3.38462], [-3.59101, 1.90474, 7.14688], [-4.97843, 3.45088, 7.29540], [-4.88486, 2.44040, 6.89524], [-2.76889, -2.23928, -3.04596], [-4.48163, -0.22674, -3.27035], [5.71461, -0.87734, -4.26828], [-3.81200, -2.39008, -0.55525], [4.91241, 3.95038, -4.42617], [-5.56997, 1.80684, 7.46344], [-4.67469, 3.40369, 4.69057], [1.05046, 0.38477, 0.81237]], "lowdin_charge": [0.150, -0.139, 0.107, -0.116, -0.011, 0.131, 0.119, 0.089, -0.197, -0.645, -0.147, 0.158, -0.106, 0.128, 0.072, 0.125, -0.078, 1.084, -0.157, 0.051, 0.124, 0.089, -0.121, 0.078, 0.050, 0.092, 0.087, -0.044, 0.129, 0.122, 0.150, 0.074, -0.105, 0.072, -0.203, 0.117, -0.455, 0.062, 0.049, 0.069, 0.166, 0.125, 0.130, 0.087, -0.184, -0.377, 0.089, 0.127, 0.126, -0.205, -0.110, 0.127, 0.091, 0.079, -0.094, -0.153, 0.060, 0.124, -0.201, 0.103, -0.205, 0.092, -0.094, 0.021, 0.059, 0.091, 0.049, 0.056, -0.161, 0.077, 0.129, -0.119, -0.202, 0.080, -0.211, 0.089, -0.377, -0.185, 0.089, 0.660, 0.123, 0.077, -0.365, 0.123, -0.129, 0.122, -0.179, 0.076, -0.047, -0.176, 0.103, 0.090, 0.128, -0.197, 0.149]}